This record from the Open Molecules 2025 dataset describes a cluster of 2 separate species, C4H9N2O in total. The level of theory is the ωB97M-V functional and the def2-TZVPD basis.

Output
Net charge: +1
HOMO-LUMO gap (alpha / beta) in eV: 7.663 / 7.656
Total energy in a.u.: -342.078422
HOMO level (alpha / beta) in eV: -13.86 / -13.86
2S+1: 1
LUMO (alpha / beta) in eV: -6.200 / -6.203

The geometry in XYZ format:
```
16
C4H9N2O | the Open Molecules 2025 dataset | the ωB97M-V functional and the def2-TZVPD basis
C 1.13 -0.08 -0.23
C 2.45 -0.86 -0.16
C 1.14 1.33 0.18
C -3.07 -0.36 0.42
N 0.43 -0.91 -0.76
N -2.56 0.18 -0.77
O -1.39 0.08 -1.12
H 3.20 -0.32 -0.61
H 2.26 -1.93 -0.53
H 2.62 -0.88 0.89
H 0.16 1.57 0.23
H 1.68 1.95 -0.58
H 1.58 1.34 1.17
H -3.43 0.56 0.90
H -2.23 -0.82 0.89
H -3.98 -0.85 0.06
```

=====

This record from the Open Molecules 2025 dataset describes a cluster of 2 separate species, C4H9N2O in total. The level of theory is the ωB97M-V functional and the def2-TZVPD basis.

Output
Net charge: +1
HOMO-LUMO gap (alpha / beta) in eV: 7.351 / 7.357
Total energy in a.u.: -342.100540
HOMO level (alpha / beta) in eV: -14.58 / -14.58
2S+1: 1
LUMO (alpha / beta) in eV: -7.226 / -7.220

The geometry in XYZ format:
```
16
C4H9N2O | the Open Molecules 2025 dataset | the ωB97M-V functional and the def2-TZVPD basis
C 0.73 0.70 -0.39
C -0.40 -0.55 1.07
C 0.83 0.04 1.72
C -0.79 -0.78 -1.56
N -0.20 -0.22 -0.43
N 1.21 1.08 0.83
O 1.59 1.75 -2.35
H -0.56 -1.62 1.12
H -1.41 -0.25 1.50
H 0.65 0.35 2.73
H 1.68 -0.67 1.52
H -1.75 -0.31 -1.97
H -0.13 -0.85 -2.38
H -1.02 -1.83 -1.31
H 1.82 1.93 1.07
H 0.97 2.39 -2.69
```

=====

This record from the Open Molecules 2025 dataset describes the ion C4H9N2O with charge +1. The level of theory is the ωB97M-V functional and the def2-TZVPD basis.

Output
Net charge: +1
HOMO-LUMO gap in eV: 10.392
SMILES: [NH2+]=CCC/N=C/O
Total energy in a.u.: -342.260886
HOMO level in eV: -14.48
2S+1: 1
LUMO in eV: -4.084

The geometry in XYZ format:
```
16
C4H9N2O | the Open Molecules 2025 dataset | the ωB97M-V functional and the def2-TZVPD basis
C -1.98 0.08 -0.96
C 1.54 0.51 -0.10
C 0.13 1.11 -0.39
C 1.63 -0.54 0.87
N -0.93 0.05 -0.23
N 0.54 -1.03 1.44
O -2.89 -0.87 -0.95
H -2.30 0.81 -1.67
H 2.06 0.16 -1.10
H 2.31 1.18 0.39
H -0.10 1.94 0.38
H 0.25 1.72 -1.26
H 2.55 -0.89 1.19
H -2.75 -1.82 -0.62
H 0.29 -1.79 2.11
H -0.33 -0.61 0.91
```

=====

This record from the Open Molecules 2025 dataset describes a structure of composition C4H9N2O. The level of theory is the ωB97M-V functional and the def2-TZVPD basis.

Output
Net charge: +1
HOMO-LUMO gap in eV: 11.604
Total energy in a.u.: -342.244982
HOMO level in eV: -15.71
2S+1: 1
LUMO in eV: -4.101

The geometry in XYZ format:
```
16
C4H9N2O | the Open Molecules 2025 dataset | the ωB97M-V functional and the def2-TZVPD basis
C -1.00 -0.03 0.88
C -0.23 1.52 -1.27
C 1.30 -1.59 1.03
C 0.90 -0.89 -0.22
N -1.39 2.05 -1.09
N -0.18 0.06 -0.04
O 0.85 1.61 -1.66
H -1.21 -0.74 1.69
H -1.69 0.82 0.89
H 0.54 -2.18 1.34
H 2.28 -2.17 0.75
H 1.57 -0.78 1.70
H 0.56 -1.51 -1.03
H 1.68 -0.33 -0.61
H -2.12 1.55 -0.46
H -1.87 2.62 -1.90
```

=====

This record from the Open Molecules 2025 dataset describes the ion C4H9N2O2 with charge -1. The level of theory is the ωB97M-V functional and the def2-TZVPD basis.

Output
Net charge: -1
HOMO-LUMO gap in eV: 6.697
SMILES: NC(=O)[C@@H](N)CC[O-]
Total energy in a.u.: -417.826798
HOMO level in eV: -2.87
2S+1: 1
LUMO in eV: 3.824

The geometry in XYZ format:
```
17
C4H9N2O2 | the Open Molecules 2025 dataset | the ωB97M-V functional and the def2-TZVPD basis
N 0.54 1.22 -0.34
C 0.05 -0.14 -0.43
C -0.08 -0.82 0.94
C 1.32 -0.60 1.68
O 1.57 0.66 2.11
C -1.19 -0.25 -1.25
N -1.42 0.83 -2.10
O -1.94 -1.21 -1.33
H 1.17 1.23 0.50
H -0.17 1.87 0.00
H 0.78 -0.76 -0.97
H -0.22 -1.89 0.87
H -0.78 -0.30 1.59
H 2.07 -0.99 0.96
H 1.33 -1.36 2.50
H -2.26 0.92 -2.64
H -0.78 1.59 -2.09
```

=====

This record from the Open Molecules 2025 dataset describes the ion C4H9N2O2 with charge +1. The level of theory is the ωB97M-V functional and the def2-TZVPD basis.

Output
Net charge: +1
HOMO-LUMO gap in eV: 11.267
SMILES: NC(=O)[C@H]([NH3+])CC=O
Total energy in a.u.: -417.579788
HOMO level in eV: -14.63
2S+1: 1
LUMO in eV: -3.359

The geometry in XYZ format:
```
17
C4H9N2O2 | the Open Molecules 2025 dataset | the ωB97M-V functional and the def2-TZVPD basis
N -1.29 0.77 -0.62
C -0.35 -0.04 0.20
C 1.07 0.53 0.12
C 1.17 1.95 0.60
O 0.20 2.64 0.66
C -0.34 -1.43 -0.44
N -0.05 -2.47 0.35
O -0.48 -1.50 -1.64
H -0.94 1.72 -0.77
H -1.42 0.29 -1.52
H -2.22 0.81 -0.18
H -0.67 -0.02 1.23
H 1.69 -0.09 0.75
H 1.60 0.39 -0.83
H 2.15 2.36 0.88
H -0.02 -3.35 -0.15
H -0.10 -2.55 1.35
```

=====

> 2S+1 of number 4 (C4H9N2O)?

1

=====

Copy entry 5 word for word.
This record from the Open Molecules 2025 dataset describes the ion C4H9N2O2 with charge -1. The level of theory is the ωB97M-V functional and the def2-TZVPD basis.

Output
Net charge: -1
HOMO-LUMO gap in eV: 6.697
SMILES: NC(=O)[C@@H](N)CC[O-]
Total energy in a.u.: -417.826798
HOMO level in eV: -2.87
2S+1: 1
LUMO in eV: 3.824

The geometry in XYZ format:
```
17
C4H9N2O2 | the Open Molecules 2025 dataset | the ωB97M-V functional and the def2-TZVPD basis
N 0.54 1.22 -0.34
C 0.05 -0.14 -0.43
C -0.08 -0.82 0.94
C 1.32 -0.60 1.68
O 1.57 0.66 2.11
C -1.19 -0.25 -1.25
N -1.42 0.83 -2.10
O -1.94 -1.21 -1.33
H 1.17 1.23 0.50
H -0.17 1.87 0.00
H 0.78 -0.76 -0.97
H -0.22 -1.89 0.87
H -0.78 -0.30 1.59
H 2.07 -0.99 0.96
H 1.33 -1.36 2.50
H -2.26 0.92 -2.64
H -0.78 1.59 -2.09
```

=====

> The lowest total energy belongs to which entry?

number 5

=====

> Number 3 is which compound?

C4H9N2O